Formula: C8H13ClSi
Source: the Open Molecules 2025 dataset
Level of theory: wB97M-V/def2-TZVPD

Geometry as XYZ:
```
23
Properties=species:S:1:pos:R:3:nbo_charge:R:1
Cl -2.193 -1.121 1.655 -0.408
Si -0.258 -1.196 0.898 1.563
C 0.347 -0.076 -2.106 -0.441
C -0.109 1.651 -0.246 -0.047
C 0.971 -1.301 2.382 -1.111
C 0.140 1.297 -2.553 -0.161
C -0.322 -2.799 -0.116 -1.129
C -0.313 2.389 0.985 -0.640
C 0.056 0.337 -0.290 -0.425
C -0.050 2.287 -1.636 -0.233
H 0.321 -0.815 3.190 0.243
H 1.301 -0.547 -2.151 0.235
H -0.674 -3.650 0.484 0.250
H -0.567 -0.650 -2.434 0.234
H -0.104 1.833 1.923 0.224
H 0.366 3.259 0.901 0.220
H 1.176 -2.326 2.697 0.252
H -1.276 -2.654 -0.771 0.247
H -1.342 2.886 1.017 0.228
H 0.248 1.426 -3.579 0.200
H 1.693 -0.555 2.264 0.244
H 0.607 -2.985 -0.643 0.239
H -0.019 3.310 -1.871 0.215
```

**SMILES**: CC1=C([Si](C)(C)Cl)CC=C1
**Energy relative to the best compared isomer or geometry (same formula, charge and spin)**: 4.89 kcal/mol



Formula: C30H67BIN9O9PS
Source: the Open Molecules 2025 dataset
Level of theory: wB97M-V/def2-TZVPD

Geometry as XYZ:
```
119
Properties=species:S:1:pos:R:3:mulliken_charge:R:1
I -7.504 2.648 -0.754 0.097
S -0.686 0.202 -3.841 -0.361
P -2.253 1.375 -3.678 0.186
O 0.794 1.165 1.382 -0.584
O 6.386 -9.485 -6.216 -0.594
O -10.401 8.086 0.416 -0.584
O 5.024 -2.588 -0.262 -0.732
O -5.287 2.532 -3.356 -0.681
O 5.654 -6.635 0.591 -0.526
O 5.659 -2.272 6.881 -0.580
O -3.848 6.679 1.632 -0.659
O -5.413 2.213 1.285 -0.488
N -3.076 4.030 -0.497 0.248
N 4.122 -9.847 -6.248 0.113
N 7.071 -3.591 0.007 0.175
N -9.960 6.168 1.591 0.171
N -0.978 3.307 -2.226 -0.254
N 5.777 -7.734 -1.416 0.147
N 3.451 -1.699 6.668 0.113
N 2.833 0.156 1.657 0.174
N -5.794 7.279 2.694 0.170
C 1.943 4.186 -1.470 -0.749
C -5.546 2.158 0.031 -0.162
C 2.478 -0.694 6.293 -0.949
C -4.564 6.700 2.623 0.133
C -0.624 4.076 -0.989 0.315
C 5.939 -8.991 -2.118 -0.896
C 4.266 -11.289 -6.183 -0.926
C 5.729 -3.469 0.207 0.110
C -3.452 2.942 -1.464 -0.140
C 0.885 3.870 -0.513 -0.527
C -4.326 4.963 -3.346 -0.876
C -4.264 1.716 -0.802 -0.450
C 3.600 -0.922 2.251 -0.860
C -10.737 6.588 2.742 -1.044
C -1.713 3.812 0.154 -0.965
C 3.516 1.129 0.828 -0.898
C -6.586 7.258 3.908 -0.769
C 1.495 0.282 1.853 0.019
C 7.842 -4.666 0.599 -1.038
C 2.792 -9.276 -6.300 -0.937
C 5.784 -7.659 -0.057 0.014
C 2.983 -2.985 7.149 -0.972
C 5.244 -9.071 -6.258 0.085
C -2.039 2.291 -1.995 -0.818
C 4.794 -1.474 6.584 0.102
C -9.295 4.884 1.622 -0.486
C 7.749 -2.614 -0.822 -0.981
C -6.330 7.938 1.517 -0.964
C -9.875 6.995 0.510 0.032
C 5.602 -6.517 -2.185 -0.762
B -4.355 3.462 -2.734 0.637
H 3.366 -3.152 8.158 0.297
H 7.208 -5.321 1.193 0.364
H 5.054 -9.170 -2.734 0.314
H 2.962 -1.577 2.846 0.310
H -6.398 7.211 0.703 0.199
H 1.076 -0.508 2.497 0.306
H -0.719 5.198 -1.274 0.351
H 8.310 -5.249 -0.200 0.343
H 7.308 -2.625 -1.822 0.300
H -1.629 2.808 0.681 0.354
H 1.178 3.532 0.547 0.298
H -11.771 6.761 2.433 0.342
H 4.579 0.898 0.764 0.367
H -4.495 0.877 -1.559 0.466
H -7.318 8.350 1.725 0.413
H -2.999 4.973 -0.939 0.417
H -4.840 5.645 -2.562 0.249
H -1.619 4.622 0.951 0.539
H -6.062 6.732 4.707 0.282
H -1.688 1.461 -1.272 0.579
H 3.366 -3.773 6.495 0.304
H 1.854 -1.089 5.487 0.313
H 4.807 -11.554 -5.271 0.263
H 3.382 2.125 1.259 0.312
H -5.214 2.710 -4.319 0.302
H 2.434 3.401 -2.144 0.250
H 5.923 -8.637 0.429 0.267
H 8.813 -2.842 -0.889 0.391
H -9.264 6.576 -0.307 0.327
H -3.382 0.481 -3.524 0.080
H 3.077 1.119 -0.173 0.264
H -8.592 4.871 2.459 0.326
H 5.619 -6.735 -3.254 0.325
H 4.374 -0.493 2.894 0.284
H 2.836 -8.186 -6.346 0.308
H 2.241 -9.574 -5.405 0.331
H 4.067 -1.505 1.453 0.329
H -3.538 1.226 -0.047 0.418
H 2.969 0.219 5.952 0.310
H -2.398 2.288 -4.771 0.125
H 4.647 -6.058 -1.918 0.316
H 5.022 -7.993 -6.309 0.330
H -3.736 4.156 0.296 0.354
H -6.781 8.286 4.223 0.359
H 4.844 -11.631 -7.045 0.300
H 7.612 -1.619 -0.390 0.280
H -10.038 4.093 1.756 0.443
H -1.327 3.961 -2.939 0.374
H 3.288 -11.771 -6.182 0.391
H 6.060 -9.818 -1.417 0.288
H 5.316 -4.260 0.850 0.401
H 8.616 -4.237 1.241 0.380
H -5.653 8.741 1.217 0.343
H 6.407 -5.818 -1.941 0.137
H -4.255 6.230 3.570 0.309
H 1.893 -3.016 7.161 0.390
H 2.292 5.269 -1.633 0.259
H 5.040 -0.467 6.208 0.299
H -10.709 5.826 3.521 0.399
H -7.533 6.752 3.706 0.199
H -8.747 4.715 0.696 -0.290
H 2.278 -9.651 -7.188 0.344
H -3.282 5.401 -3.495 0.279
H 1.854 -0.463 7.160 0.381
H -4.985 5.063 -4.288 0.337
H -10.327 7.525 3.129 0.303
H 6.824 -8.930 -2.756 0.347
```

**Net charge**: +1
**Total energy**: -92924.886 eV



Formula: C42H41N6O3P2S5Sr
Source: the Open Molecules 2025 dataset
Level of theory: wB97M-V/def2-TZVPD

Geometry as XYZ:
```
100
Properties=species:S:1:pos:R:3:mulliken_charge:R:1
Sr 0.249 0.760 -0.301 1.255
S 1.217 3.544 -1.232 -0.367
S 1.075 -2.209 -0.858 -0.421
S -7.808 0.059 4.544 -0.174
S 3.383 -2.868 -2.452 -0.043
S -0.727 3.617 -1.880 1.102
P -2.665 -1.680 1.438 0.096
P -2.676 0.880 0.335 -0.877
O -0.792 4.276 -3.170 -0.762
O -1.512 4.278 -0.833 -0.545
O -1.140 2.174 -1.982 -0.448
N 0.972 0.270 -3.108 0.016
N 1.411 1.279 1.867 -0.813
N 3.427 -0.750 -0.920 -1.420
N -1.897 2.526 -7.038 -0.549
N 2.747 0.071 -0.091 1.026
N -3.612 -0.226 1.271 0.640
C -2.120 2.187 1.553 1.568
C -4.060 -3.008 3.600 -0.207
C -4.534 -3.692 1.353 -0.464
C -1.585 -1.242 2.857 0.658
C -0.689 2.714 1.577 -0.059
C -1.294 2.065 -6.175 -0.225
C 2.474 1.839 1.410 1.747
C -5.701 2.788 -2.538 -0.529
C -0.512 1.454 -5.131 0.917
C 2.674 -1.758 -1.307 0.402
C 2.869 3.222 1.716 -0.876
C -1.981 -0.434 3.924 0.733
C -0.285 -1.745 2.834 -0.688
C -5.345 1.448 -2.637 -0.762
C -5.148 3.579 -1.545 -0.628
C 4.987 -2.114 -2.791 -0.784
C -0.939 0.267 -4.548 -0.747
C 3.327 1.038 0.501 -1.386
C -5.447 -4.626 1.821 -0.603
C -7.053 -1.298 5.460 -0.678
C -2.674 3.690 3.432 -1.007
C -0.497 4.074 2.331 0.017
C -3.843 -2.855 2.232 0.272
C -4.439 0.910 -1.740 -0.397
C 1.382 1.392 -3.698 -0.424
C 0.793 3.523 3.001 -0.203
C -7.083 -0.227 2.912 -0.937
C -1.116 -0.186 4.977 -1.175
C 0.674 2.029 -4.706 -0.550
C -5.591 0.056 2.828 1.041
C -4.246 3.040 -0.636 -0.249
C -5.662 -4.757 3.185 -0.540
C -3.897 1.700 -0.725 0.532
C 0.171 -0.716 4.959 -0.638
C -5.070 -0.215 1.416 -1.261
C 0.590 -1.482 3.882 -0.652
C 0.419 2.097 2.533 1.399
C -2.990 2.647 2.453 0.168
C -0.165 -0.278 -3.543 -0.241
C -4.960 -3.954 4.072 -0.687
C -1.543 4.386 3.348 -1.679
C 2.086 4.008 2.444 -1.034
H -7.278 -2.252 4.985 0.176
H -0.457 -1.197 -3.045 0.475
H 5.464 -2.744 -3.542 0.323
H -1.347 5.205 4.033 0.391
H -5.408 1.092 3.116 0.398
H -4.007 2.278 2.440 0.448
H -5.470 -1.180 1.088 0.207
H 4.372 1.313 0.359 0.301
H -1.433 0.442 5.801 0.374
H 1.012 2.974 -5.104 0.339
H 4.857 -1.108 -3.182 0.223
H -7.484 -1.287 6.460 0.425
H 2.376 5.034 2.644 0.371
H -4.346 -3.607 0.289 0.441
H -3.415 3.930 4.185 0.487
H -5.756 0.831 -3.427 0.411
H -0.272 2.963 0.599 -1.161
H -4.135 -0.128 -1.832 0.494
H -0.337 4.912 1.647 0.739
H -6.364 -5.493 3.557 0.394
H -5.392 4.632 -1.489 0.405
H 0.055 -2.322 1.979 0.257
H -3.772 3.674 0.098 0.218
H 0.853 -0.507 5.773 0.362
H 2.299 1.825 -3.325 0.496
H -3.505 -2.403 4.305 0.407
H 5.600 -2.076 -1.894 0.253
H 1.603 -1.859 3.838 0.439
H -5.058 -0.576 3.540 -0.661
H -7.297 -1.255 2.608 0.316
H -5.974 -1.179 5.543 0.134
H -0.047 1.507 3.320 -0.550
H -5.110 -4.065 5.139 0.489
H -6.391 3.218 -3.253 0.349
H -2.965 0.021 3.912 0.053
H -7.636 0.431 2.238 0.431
H 3.795 3.588 1.291 0.387
H -5.977 -5.260 1.121 0.419
H -1.862 -0.204 -4.856 0.468
H 0.791 3.655 4.088 0.595
H -5.480 0.528 0.730 0.612
```

**Net charge**: -1
**Energy relative to the best compared isomer or geometry (same formula, charge and spin)**: 58.03 kcal/mol



Formula: C5H15NO2
Source: the Open Molecules 2025 dataset
Level of theory: wB97M-V/def2-TZVPD

Geometry as XYZ:
```
23
Properties=species:S:1:pos:R:3:nbo_charge:R:1
O -2.693 -0.526 0.253 -0.980
O -2.625 1.566 -1.898 -0.945
N -0.456 -2.521 1.180 -0.870
C 1.875 0.815 -0.643 -0.378
C 0.451 -1.576 0.679 -0.023
C 0.547 1.492 -1.041 -0.631
C 1.933 0.413 0.868 -0.430
C 0.699 -0.398 1.267 -0.255
H -1.665 1.531 -1.908 0.464
H 0.291 2.217 -0.265 0.203
H 2.844 -0.159 1.040 0.210
H -3.479 -0.992 -0.031 0.477
H 2.674 1.501 -0.921 0.202
H 1.968 -0.091 -1.248 0.189
H -0.299 -2.657 2.162 0.391
H 1.930 1.342 1.424 0.204
H 0.680 1.933 -2.029 0.214
H -2.060 -1.119 0.656 0.494
H -0.313 0.828 -1.006 0.207
H -0.707 -3.355 0.668 0.389
H -2.807 1.400 -0.972 0.479
H 1.204 -1.872 -0.052 0.176
H 0.007 0.228 1.817 0.210
```

**SMILES**: CCC/C=C/N.O.O
**Energy relative to the best compared isomer or geometry (same formula, charge and spin)**: 34.49 kcal/mol